Computed, not measured: a 2-piece molecular cluster, HN2O3P overall in a non-equilibrium geometry, with ωB97M-V/def2-TZVPD.

The total energy comes out at -18422.21487 eV. Its net charge is 0. As for the structure (SMILES): [O-][N+]#P.O=NO. The LUMO energy comes out at -0.212 eV. The energy relative to the best compared isomer or geometry (same formula, charge and spin) is 0.320 eV.

Cartesian coordinates (Å):
1 O 0.431492 -0.763218 2.095053
2 N 0.214314 0.325960 1.626718
3 P -0.072415 1.685936 1.104507
4 O -0.967948 -0.490453 -0.320626
5 N -0.117334 -1.064029 -0.897420
6 O 0.516149 -0.296881 -1.775975
7 H -0.004258 0.602684 -1.832258

Force components x, y, z for each atom (eV/Å):
-0.2 1.5 -0.8
0.7 -1.9 1.9
0.0 1.1 -0.1
-1.1 -0.5 -0.6
0.0 -0.5 0.6
-0.5 2.2 -1.3
1.1 -1.9 0.3

Löwdin atomic charge list, values in e, 4 entries: -0.03, -0.72, 0.88, -0.12

=====

Computed, not measured: a 2-piece molecular cluster, HN2O4S overall in a non-equilibrium geometry, with ωB97M-V/def2-TZVPD.

The total energy comes out at -22019.90909 eV. Its net charge is -1. The LUMO energy comes out at 3.718 eV. The energy relative to the best compared isomer or geometry (same formula, charge and spin) is 1.416 eV.

Cartesian coordinates (Å):
1 N 0.281362 -0.629492 0.462092
2 N -0.770993 -0.087303 -0.002391
3 O -0.732370 0.879214 -0.785976
4 O -4.538239 0.849898 0.959341
5 O -1.914297 -0.552491 0.335988
6 O -4.774408 -1.053383 -0.531914
7 S -4.076636 0.183839 -0.243411
8 H 1.095518 -0.137607 0.089775

Force components x, y, z for each atom (eV/Å):
0.1 -0.9 0.8
0.2 0.3 -0.3
-0.1 0.7 -0.6
0.4 -0.3 -0.3
0.1 -0.6 0.5
0.5 0.2 0.1
-0.7 0.3 0.0
-0.6 0.2 -0.2

Löwdin atomic charge list, values in e, 4 entries: 0.05, -0.61, -0.11, -0.47

=====

E_HOMO per entry: -9.54; -5.13 eV
Molecular weight per entry: 107.99; 125.09 Da